Density functional theory data (ωB97M-V with the def2-TZVPD basis set) for a molecular structure, C10H15AlClI2N2O2P at a distorted geometry.

The geometry in XYZ format:
```
34
Properties=species:S:1:pos:R:3:forces:R:3
I 3.881837 2.258412 -2.058873 0.2 0.0 -0.2
I 2.215872 -2.447500 -1.742717 -1.5 1.2 0.6
Al -0.286373 -0.457324 -0.655869 -0.3 -0.2 0.3
P -0.732382 0.059577 -3.123584 -0.7 -0.9 -1.7
C 0.570347 0.080837 -4.402908 0.5 0.0 0.4
C -1.826978 -1.342903 -3.521694 0.1 -0.3 0.4
H -2.520895 1.607699 -2.667591 0.1 0.0 -0.2
H -2.282965 1.440854 -4.423868 0.2 -0.2 0.0
H -1.155073 2.430023 -3.446811 -0.2 -0.1 -0.1
C -1.771539 1.521867 -3.463616 0.3 0.3 1.0
H -2.571193 -1.423875 -2.719157 0.1 0.0 -0.3
H -2.338668 -1.193041 -4.477746 0.2 0.0 0.1
H 0.123318 0.052863 -5.406567 0.1 0.0 0.3
H 1.242380 -0.782011 -4.250546 -0.3 0.3 -0.2
H -1.238043 -2.267027 -3.540183 -0.1 0.1 -0.1
H 1.181611 0.997011 -4.295747 -0.3 -0.3 -0.2
C 0.857178 1.159790 -1.504023 5.9 0.5 2.4
O 2.074748 1.158183 -1.330463 -5.0 0.4 -1.6
Cl -2.383819 0.077570 -0.302550 1.5 -0.6 0.0
N 0.257454 -0.830420 6.325609 -0.1 -0.1 0.0
C 0.730447 0.166396 5.555105 0.2 0.5 0.0
O 1.234744 1.177051 5.988997 0.0 0.0 -0.2
C 0.633458 -0.009223 4.043756 -0.2 -0.2 -0.8
C 0.018271 -1.109363 3.477334 -1.0 -2.1 -2.0
C -0.090584 -1.213644 2.041562 1.1 1.3 1.4
N 0.516494 -0.303850 1.213676 -2.1 -0.1 0.3
C 0.997624 0.828299 1.790359 0.6 0.7 0.5
C 1.088809 1.006399 3.157925 -0.3 -0.8 1.1
H 0.241441 -0.693062 7.317936 0.2 0.3 0.3
H -0.323490 -1.578897 6.017429 -0.1 -0.2 -0.4
H -0.421348 -2.009912 4.029802 0.7 1.7 -0.7
H -0.716082 -1.942906 1.539555 0.3 -0.4 0.3
H 1.313524 1.683975 1.177088 -0.1 -0.8 -0.1
H 1.479870 1.898143 3.658367 -0.1 -0.1 -0.6
```
Positions in Å, forces in eV/Å.

Output
HOMO (spin up / spin down) in eV: -15.142 / -15.206
Relative energy (zero: lowest compared OMol25 entry of this formula, charge and spin) in eV: 4.575
Net charge: +2
Total energy in eV: -62280.296
Max |F| in eV/Å: 6.4
Gap between HOMO and LUMO (spin up / spin down) in eV: 3.9 / 3.9

Mulliken population analysis, charges in e, atoms 1 to 4: number 1, I, carries 0.61; number 2, I, carries -0.09; number 3, Al, carries 0.25; number 4, P, carries 0.60